# 1
Below is the molecule C6H4I2N2O3 at a distorted geometry, with properties calculated with wB97M-V/def2-TZVPD.

Values from the calculation:
- HOMO level (alpha / beta): -8.313 / -8.317 eV
- Lowest unoccupied orbital energy (alpha / beta): -2.12 / -2.12 eV
- E: -31606.5081 eV

```
17
Properties=species:S:1:pos:R:3:lowdin_charge:R:1
C 0.129 0.750 0.123 0.139
C -0.353 1.387 1.331 -0.525
C -2.436 0.901 0.168 -0.686
C 1.882 -0.239 -1.422 -0.619
C -2.236 -0.396 -0.200 -0.554
C 2.220 -1.633 -0.999 -0.333
N 1.113 0.416 -0.509 0.256
N -1.699 1.388 1.390 0.145
O 0.509 1.799 2.079 0.132
O -3.034 1.750 -0.436 0.056
O 2.388 0.303 -2.353 0.145
I -1.627 -1.833 1.184 0.846
I 3.822 -1.189 0.577 0.744
H -2.848 -0.819 -1.043 0.066
H 1.537 -2.144 -0.460 -0.017
H 2.835 -2.225 -1.612 0.033
H -2.202 1.783 2.183 0.173
```

***

# 2
Below is C14H14FeN5O3 as an isolated structure at a distorted geometry, with properties calculated with wB97M-V/def2-TZVPD.

Values from the calculation:
- HOMO level (alpha / beta): -10.532 / -10.523 eV
- Lowest unoccupied orbital energy (alpha / beta): -3.72 / -4.11 eV
- E: -62720.8368 eV
- Multiplicity: 5
- Total charge: +1

```
37
Properties=species:S:1:pos:R:3:lowdin_charge:R:1
Fe -1.466 0.642 0.773 1.082
O -2.341 -3.725 -0.086 0.086
C -1.177 -4.068 -0.640 -0.253
C -0.987 -5.407 -0.995 0.000
C 0.203 -5.821 -1.546 -0.055
C 1.236 -4.910 -1.773 -0.078
C 1.058 -3.582 -1.472 -0.023
C -0.141 -3.136 -0.895 -0.087
C -0.344 -1.732 -0.592 -0.375
O -1.376 -1.332 0.057 -0.130
N 0.535 -0.837 -1.068 0.067
N 0.231 0.401 -0.773 -0.070
C 0.728 1.456 -1.334 -0.075
C 0.090 2.709 -1.022 -0.262
C 0.526 3.944 -1.514 0.005
C -0.234 5.070 -1.262 -0.028
C -1.399 4.956 -0.510 -0.034
C -1.748 3.705 -0.035 -0.119
N -1.039 2.614 -0.284 0.023
H -2.316 -2.769 0.139 0.078
H -1.801 -6.094 -0.818 0.123
H 0.332 -6.858 -1.814 0.112
H 2.167 -5.250 -2.197 0.104
H 1.828 -2.851 -1.663 0.108
H 1.508 1.416 -2.091 0.132
H 1.439 4.002 -2.087 0.122
H 0.071 6.027 -1.652 0.120
H -2.026 5.808 -0.309 0.114
H -2.642 3.559 0.559 0.115
N 1.793 1.840 2.457 0.203
C 0.735 1.352 3.130 -0.617
N 0.801 1.336 4.469 0.200
O -0.277 0.951 2.530 -0.062
H 2.640 2.136 2.907 0.121
H 1.765 1.821 1.452 0.102
H 1.609 1.653 4.975 0.122
H 0.019 0.972 4.987 0.127
```

***

# 3
Below is C24H43Cl2CrN4O4Si as an isolated structure at a distorted geometry, with properties calculated with wB97M-V/def2-TZVPD.

Values from the calculation:
- HOMO level (alpha / beta): -5.631 / -6.169 eV
- Lowest unoccupied orbital energy (alpha / beta): -1.85 / -0.26 eV
- E: -101078.6469 eV
- Multiplicity: 4

```
79
Properties=species:S:1:pos:R:3:lowdin_charge:R:1
C -1.990 -0.471 -3.956 -0.047
C -1.405 -1.625 -3.191 -0.252
H -1.152 0.083 -4.416 0.085
H -2.454 0.206 -3.236 0.070
H -2.723 -0.717 -4.740 0.084
C -0.725 -2.656 -3.773 -0.136
C -0.452 -2.700 -5.234 -0.125
H -0.275 -3.427 -3.129 0.095
H -0.042 -1.732 -5.553 0.068
H -1.349 -2.905 -5.829 0.072
H 0.309 -3.448 -5.462 0.060
Cr -0.022 1.049 1.016 0.543
Cl 1.604 3.474 0.647 0.262
C -0.640 -1.647 2.374 -0.232
O 0.158 -0.930 1.718 -0.118
N -0.211 -2.680 3.099 -0.151
C 1.210 -2.994 3.170 -0.015
C -1.115 -3.590 3.795 -0.031
H -1.726 -1.460 2.378 0.141
H 1.797 -2.079 3.052 0.095
H 1.497 -3.698 2.370 0.086
H 1.387 -3.448 4.154 0.093
H -2.121 -3.161 3.741 0.096
H -0.785 -3.665 4.847 0.095
H -1.119 -4.594 3.326 0.092
H 1.401 2.535 5.640 0.106
H -1.175 4.420 5.448 0.095
C 1.475 2.952 4.623 -0.010
C -0.526 4.563 4.569 -0.011
N 0.153 3.328 4.116 -0.130
H 1.725 2.156 3.912 0.084
C -0.353 2.457 3.241 -0.251
O 0.240 1.353 2.951 -0.170
H -1.184 4.961 3.787 0.088
H -1.314 2.682 2.759 0.139
H 2.190 3.783 4.565 0.105
H 0.167 5.370 4.851 0.098
H 1.573 0.390 -2.768 0.081
H 2.433 -2.398 -2.634 0.097
C 2.586 0.420 -2.345 -0.022
C 3.224 -1.948 -2.014 -0.042
N 2.777 -0.693 -1.419 -0.154
H 2.725 1.366 -1.811 0.087
C 2.374 -0.582 -0.139 -0.261
O 1.954 0.499 0.355 -0.182
H 3.517 -2.643 -1.224 0.091
H 2.445 -1.519 0.459 0.144
H 3.329 0.297 -3.138 0.089
H 4.080 -1.727 -2.668 0.093
O -0.166 -0.627 -1.867 -0.315
C -1.294 -1.411 -1.701 -0.436
C 0.248 -3.139 -0.619 -0.051
C -1.034 -2.637 -0.842 -0.176
H 1.127 -2.560 -0.932 0.072
C 0.391 -4.384 -0.015 -0.101
H -2.206 -0.879 -1.331 0.112
C -2.163 -3.253 -0.315 -0.032
H 1.393 -4.825 0.042 0.104
C -0.750 -5.050 0.444 -0.121
C -2.026 -4.483 0.325 -0.090
H -3.113 -2.722 -0.453 0.125
H -0.623 -6.043 0.867 0.094
H -2.921 -5.002 0.686 0.103
Si -0.001 3.977 -0.875 0.022
Cl -0.491 1.740 -0.979 0.530
C 1.415 4.890 -1.838 -0.259
C -1.247 4.727 0.366 -0.231
C -1.142 4.280 -2.475 -0.281
H 2.314 4.260 -1.942 0.009
H 1.657 5.763 -1.216 0.020
H 1.102 5.218 -2.840 0.017
H -0.667 3.900 -3.386 0.015
H -1.251 5.367 -2.569 0.022
H -2.150 3.847 -2.450 0.014
H -1.901 3.986 0.876 0.022
H -1.917 5.398 -0.207 0.031
H -0.703 5.319 1.127 0.011
N -3.261 0.505 0.869 0.024
C -2.090 0.630 0.965 -0.350
```

***

# 4
Below is a 3-piece molecular cluster, C4H13O3S2 overall at a distorted geometry, with properties calculated with wB97M-V/def2-TZVPD.

Values from the calculation:
- HOMO level: -3.321 eV
- Lowest unoccupied orbital energy: 3.03 eV
- E: -32168.0359 eV
- Total charge: -1

```
22
Properties=species:S:1:pos:R:3:lowdin_charge:R:1
O -59.010 -18.272 -8.292 -0.511
H -59.707 -18.182 -8.827 -0.322
C -61.906 -17.186 -9.430 -0.273
S -62.770 -18.174 -10.692 0.762
O -62.576 -17.596 -12.055 -0.569
C -61.729 -19.601 -10.437 -0.277
H -61.897 -17.614 -8.446 0.043
H -62.354 -16.193 -9.372 0.039
H -60.809 -17.142 -9.876 0.086
H -62.045 -20.382 -11.118 0.042
H -61.703 -19.834 -9.428 0.023
H -60.680 -19.221 -10.708 0.089
C -57.775 -15.063 -9.820 -0.252
S -57.317 -16.775 -10.322 0.819
O -56.470 -16.583 -11.588 -0.640
C -56.140 -16.983 -8.910 -0.290
H -57.010 -14.645 -9.260 0.001
H -58.401 -15.200 -9.116 -0.056
H -58.166 -14.428 -10.744 0.112
H -55.249 -16.033 -9.070 0.133
H -55.632 -18.004 -9.055 0.060
H -56.648 -17.013 -8.012 -0.020
```

***

# 5
Below is a 7-piece molecular cluster, C21H35BN8O3PS overall at a distorted geometry, with properties calculated with wB97M-V/def2-TZVPD.

Values from the calculation:
- HOMO level: -4.209 eV
- Lowest unoccupied orbital energy: 1.85 eV
- E: -61205.5492 eV
- Total charge: -1

```
70
Properties=species:S:1:pos:R:3:lowdin_charge:R:1
C 0.519 -0.269 0.806 -0.210
C 0.692 -0.163 -0.799 -0.405
P -0.900 0.629 -1.463 1.020
C -0.335 1.678 -2.945 -0.331
C -2.146 -0.738 -2.028 -0.497
N -3.559 -0.231 -2.022 -0.079
C -4.483 -1.100 -1.230 -0.083
C -3.694 1.123 -1.445 -0.469
C -3.745 2.350 -2.465 -0.036
O -3.818 1.374 -0.210 -0.021
C -1.678 -0.933 -3.596 -0.159
O -2.003 -2.300 -4.023 -0.056
B -1.924 -3.033 -2.750 -0.887
N -1.115 -4.342 -2.656 0.173
C 0.130 -4.070 -2.713 -0.681
S 1.766 -3.900 -2.982 0.527
O -1.879 -2.083 -1.590 -0.049
H 0.234 -1.333 1.113 0.072
H 1.515 0.018 1.284 0.028
H -0.248 0.494 1.202 0.050
H 1.583 0.549 -0.963 0.068
H 0.970 -1.148 -1.296 0.056
H -0.057 2.728 -2.581 0.031
H -1.180 1.824 -3.712 0.030
H 0.596 1.246 -3.470 0.018
H -5.394 -0.497 -0.858 0.092
H -4.025 -1.576 -0.305 0.102
H -4.925 -1.868 -1.966 0.099
H -4.074 1.914 -3.478 0.085
H -2.789 2.957 -2.524 0.064
H -4.598 3.049 -2.137 0.083
H -2.038 -0.104 -4.297 0.116
H -0.522 -0.993 -3.587 0.115
H -3.060 -3.449 -2.636 0.081
C 0.684 0.867 4.921 -0.090
C 1.284 1.479 3.693 -0.249
N 1.749 1.958 2.725 0.114
H -0.313 1.262 5.079 0.007
H 0.624 -0.216 4.803 0.083
H 1.302 1.097 5.790 0.077
C -3.371 2.556 5.819 -0.063
C -2.321 1.609 6.308 -0.234
N -1.495 0.864 6.693 0.123
H -3.334 3.482 6.394 0.082
H -3.204 2.785 4.765 0.084
H -4.357 2.106 5.934 0.043
C -4.290 -1.608 7.960 -0.061
C -4.757 -0.187 7.893 -0.236
N -5.121 0.929 7.839 0.124
H -3.589 -1.806 7.149 0.079
H -3.793 -1.789 8.914 0.079
H -5.143 -2.283 7.868 0.077
C 4.638 -1.330 -1.847 -0.087
C 3.636 -0.660 -2.734 -0.255
N 2.850 -0.135 -3.433 0.145
H 4.124 -1.892 -1.066 0.077
H 5.252 -2.013 -2.431 0.040
H 5.281 -0.580 -1.383 0.074
C 8.518 -2.591 -1.216 -0.063
C 7.230 -3.347 -1.322 -0.246
N 6.218 -3.941 -1.406 0.140
H 9.067 -2.660 -2.157 0.078
H 8.315 -1.541 -0.998 0.075
H 9.129 -3.010 -0.416 0.076
C 3.283 3.562 -3.898 -0.072
C 4.065 4.304 -4.937 -0.261
N 4.681 4.886 -5.753 0.092
H 3.268 2.496 -4.133 0.051
H 3.740 3.704 -2.917 0.077
H 2.258 3.934 -3.870 0.071
```

***

Q: The lowest E belongs to which entry?
A: C24H43Cl2CrN4O4Si

***

Q: What is the E in the third record?
A: -101078.6469 eV